(1)
330
Properties=species:S:1:pos:R:3 method="wB97M-V/def2-TZVPD" e_above_lowest_ev=13.3121 orbital_gap_ev=7.83 largest_force_ev_per_a=7.399
O 9.90 6.32 12.99
O 12.96 5.47 13.81
O 1.73 20.95 19.67
O 8.16 11.38 10.11
O 17.76 12.77 19.97
O 8.69 19.79 24.56
O 7.47 11.36 19.54
O 12.76 13.56 27.79
O 4.82 11.32 25.81
O 16.20 17.04 16.08
O 6.09 3.08 20.50
N 16.79 13.06 20.85
N 5.63 10.20 25.99
N 8.39 11.87 18.66
N 2.58 20.04 18.96
N 13.78 6.57 13.72
N 8.67 5.87 13.24
N 6.32 4.11 19.65
N 9.01 12.09 10.77
N 15.23 17.87 15.68
N 13.56 12.58 27.29
N 9.18 19.10 25.68
C 16.75 15.52 20.07
C 7.83 9.19 26.18
C 8.83 10.90 17.58
C 15.74 7.80 12.87
C 6.30 6.60 19.05
C 14.09 6.69 16.07
C 9.27 3.46 12.81
C 10.71 12.66 17.16
C 12.77 18.15 15.59
C 15.04 12.72 27.55
C 8.38 16.81 24.75
C 4.45 5.52 20.48
C 6.29 6.23 13.68
C 10.06 19.88 26.65
C 5.79 5.03 12.82
C 8.22 5.00 10.94
C 7.00 10.33 25.51
C 3.94 19.83 19.54
C 5.99 5.51 20.16
C 14.37 8.72 14.86
C 7.40 7.80 12.13
C 15.68 14.78 22.25
C 3.91 19.22 20.94
C 9.68 11.81 16.57
C 12.92 19.16 14.32
C 9.16 13.68 8.94
C 7.57 10.54 16.77
C 13.90 10.90 25.36
C 9.55 11.51 12.08
C 1.86 19.13 18.13
C 4.85 18.93 18.57
C 1.03 18.12 18.96
C 10.37 12.59 12.87
C 13.33 13.36 24.93
C 10.16 16.89 26.62
C 15.82 13.99 27.05
C 4.94 8.93 26.25
C 10.51 17.67 24.11
C 4.05 17.78 17.89
C 9.74 9.65 17.95
C 4.35 8.30 24.99
C 13.67 16.70 17.23
C 11.45 13.30 11.97
C 10.43 11.99 20.11
C 9.16 21.02 27.23
C 10.76 13.79 10.71
C 15.00 12.75 19.12
C 14.30 19.82 14.66
C 7.27 7.77 26.16
C 13.81 15.88 14.99
C 15.51 18.90 14.74
C 10.55 18.93 27.82
C 10.01 13.64 18.10
C 5.88 7.86 26.92
C 9.58 17.64 25.31
C 11.68 11.73 26.01
C 15.59 10.90 20.72
C 4.85 3.04 17.84
C 15.46 10.95 25.60
C 7.73 11.74 25.92
C 0.88 19.81 17.26
C 8.29 4.63 12.41
C 15.73 8.54 14.24
C 2.77 18.32 17.21
C 6.24 3.67 18.27
C 16.12 5.41 13.57
C 16.58 19.82 15.20
C 15.10 6.41 12.97
C 6.83 5.95 21.39
C 8.72 13.82 20.20
C 10.35 10.23 11.96
C 15.37 12.54 29.06
C 15.47 12.41 20.56
C 13.55 7.43 14.85
C 7.07 10.09 23.99
C 15.89 18.28 13.35
C 9.95 12.79 9.85
C 13.15 12.15 25.89
C 5.98 6.12 17.60
C 15.75 11.43 27.05
C 11.16 17.62 27.31
C 3.77 9.07 27.26
C 7.60 6.90 13.36
C 7.27 2.54 17.95
C 18.18 14.72 21.87
C 8.39 11.14 13.03
C 13.95 17.14 15.79
C 6.90 4.09 12.92
C 4.70 21.25 19.52
C 14.78 5.90 11.58
C 10.90 11.93 9.00
C 11.32 20.49 25.95
C 6.73 4.77 17.31
C 7.93 7.78 14.63
C 14.29 14.26 21.81
C 12.15 7.82 15.02
C 14.40 12.79 21.55
C 9.39 12.81 19.27
C 16.78 14.52 21.21
H 12.63 13.32 24.10
H 8.86 2.45 12.74
H 3.91 9.06 24.34
H 5.58 6.82 26.92
H 14.25 20.56 15.46
H 14.66 11.78 29.38
H 13.93 16.12 13.94
H 8.53 11.24 9.24
H 15.60 6.21 10.94
H 9.37 9.33 18.93
H 3.85 9.89 27.97
H 5.43 5.21 11.80
H 8.98 5.70 10.58
H 15.48 10.55 27.64
H 8.84 10.81 13.96
H 15.19 13.44 29.65
H 14.43 16.00 17.55
H 14.03 7.27 16.99
H 8.68 11.79 25.40
H 18.39 12.34 20.56
H 7.77 6.35 21.01
H 10.63 15.96 26.31
H 7.77 10.03 15.82
H 4.92 5.89 17.50
H 8.00 7.34 15.62
H 1.66 17.67 19.72
H 6.44 5.92 14.72
H 12.01 17.87 26.69
H 15.81 15.53 19.52
H 10.44 9.72 12.92
H 7.94 7.04 26.62
H 8.29 14.14 9.41
H 7.80 12.02 13.31
H 5.51 6.97 13.81
H 9.66 18.47 28.25
H 3.34 18.29 20.98
H 16.40 12.23 29.24
H 5.97 8.29 27.92
H 10.21 6.22 13.90
H 13.60 17.41 18.06
H 1.29 20.64 16.68
H 3.85 8.19 27.90
H 0.03 20.30 17.73
H 7.17 3.89 13.96
H 16.61 17.50 16.82
H 16.79 14.19 27.49
H 12.83 15.40 15.03
H 16.94 16.51 20.49
H 8.36 4.18 10.23
H 10.06 18.16 23.25
H 11.45 16.98 28.15
H 11.02 12.57 26.24
H 0.31 19.09 16.68
H 3.81 5.30 19.62
H 16.28 20.33 16.11
H 11.37 10.99 26.74
H 7.13 7.28 25.20
H 10.84 16.66 23.87
H 16.38 9.39 14.04
H 16.54 5.84 14.48
H 5.58 18.28 19.04
H 3.68 7.53 25.36
H 3.50 19.93 21.66
H 4.24 6.46 20.99
H 4.19 21.96 18.88
H 6.91 9.05 23.71
H 4.58 21.84 20.43
H 13.96 6.47 11.14
H 0.16 18.53 19.48
H 17.42 19.29 15.64
H 11.37 10.35 11.61
H 7.03 9.73 17.25
H 9.67 14.48 8.39
H 14.62 10.44 20.56
H 8.68 8.87 25.57
H 11.23 12.45 20.70
H 6.87 1.58 18.29
H 16.82 11.63 27.05
H 14.35 13.65 24.64
H 15.91 9.98 25.40
H 13.12 18.58 13.42
H 11.65 14.19 10.21
H 6.67 11.76 19.21
H 13.11 14.33 27.34
H 15.95 11.57 24.85
H 12.04 21.12 26.47
H 9.88 9.53 11.28
H 7.20 5.31 10.69
H 11.84 17.60 15.43
H 16.77 7.73 12.51
H 7.83 11.66 27.01
H 6.92 11.41 16.69
H 12.13 19.90 14.22
H 4.89 19.01 21.35
H 7.72 10.33 12.75
H 6.51 3.25 12.34
H 5.75 21.17 19.25
H 9.38 16.68 27.35
H 9.03 12.28 15.82
H 12.47 18.73 16.46
H 17.56 15.11 19.47
H 6.12 6.95 16.90
H 10.24 11.09 15.98
H 1.30 20.44 20.36
H 3.73 17.11 18.69
H 9.40 21.45 28.21
H 11.98 14.08 12.51
H 14.25 12.09 18.67
H 15.75 12.63 18.33
H 9.19 14.25 17.72
H 15.17 14.86 27.08
H 11.43 18.25 24.18
H 7.60 16.53 25.46
H 18.17 14.31 22.88
H 11.94 19.78 25.41
H 11.67 12.56 8.57
H 10.23 14.73 10.87
H 10.62 14.44 18.51
H 11.05 11.22 19.65
H 9.64 3.36 13.83
H 9.82 13.35 13.43
H 12.91 14.24 25.43
H 12.22 12.62 11.59
H 6.36 10.68 23.40
H 4.73 2.17 18.49
H 8.64 12.97 8.30
H 15.64 4.49 13.87
H 7.09 5.08 21.98
H 15.24 8.40 12.11
H 9.22 14.77 20.39
H 18.47 15.77 21.91
H 11.52 12.08 17.61
H 10.27 11.55 8.20
H 9.73 8.79 17.28
H 19.04 14.24 21.41
H 14.03 9.52 14.20
H 14.51 4.85 11.70
H 4.06 3.64 18.28
H 8.23 13.24 20.98
H 5.30 19.61 17.84
H 14.62 13.76 19.00
H 16.37 10.50 20.07
H 11.38 11.12 9.54
H 8.00 10.32 23.47
H 16.92 5.02 12.93
H 13.80 11.00 24.28
H 9.84 11.40 20.82
H 15.98 10.57 21.69
H 16.06 13.73 26.02
H 13.39 12.55 21.20
H 4.24 4.80 21.27
H 13.51 5.78 16.25
H 7.47 2.30 16.90
H 6.72 7.36 11.40
H 16.05 19.12 12.68
H 10.93 21.09 25.12
H 14.50 20.45 13.79
H 12.73 16.20 17.47
H 11.02 13.22 16.28
H 11.13 12.24 13.58
H 3.11 18.96 16.39
H 12.52 5.48 12.96
H 6.31 6.74 21.94
H 7.21 7.18 19.19
H 8.65 15.80 24.43
H 7.20 8.59 14.56
H 8.88 8.29 14.44
H 14.54 15.16 15.35
H 16.24 8.05 15.07
H 11.52 6.98 15.33
H 11.06 19.37 28.68
H 12.00 8.58 15.79
H 6.90 8.74 12.35
H 13.45 9.94 25.59
H 5.12 7.85 24.37
H 2.79 9.18 26.79
H 0.65 17.46 18.18
H 15.10 6.28 16.04
H 2.31 17.58 16.55
H 10.15 3.48 12.16
H 8.20 9.54 27.14
H 16.83 17.74 13.44
H 4.50 17.31 17.02
H 7.88 17.37 23.96
H 8.33 8.04 11.60
H 10.77 10.01 17.92
H 5.06 11.82 26.59
H 14.00 14.74 20.88
H 7.84 14.23 19.70
H 5.59 7.39 19.29
H 9.10 21.95 26.67
H 6.42 4.53 16.30
H 6.95 2.67 20.63
H 15.93 14.52 23.28
H 7.20 12.67 25.73
H 15.17 17.68 12.79
H 14.56 12.37 22.54
H 13.70 14.51 22.69
H 5.00 4.41 13.24
H 8.28 2.67 18.36
H 14.32 9.35 15.75
H 7.77 19.73 24.83
H 4.63 2.90 16.79
H 11.63 8.20 14.14
H 16.90 20.46 14.37
H 15.54 15.84 22.43
H 7.80 4.92 17.44
H 11.30 11.42 25.04
H 8.13 20.75 27.46

=====

(2)
21
Properties=species:S:1:pos:R:3 method="wB97M-V/def2-TZVPD" e_above_lowest_ev=0.0178 orbital_gap_ev=9.36 largest_force_ev_per_a=4.291
O -0.18 -0.76 -0.92
O -2.19 -1.21 0.47
O -1.22 1.72 1.84
O 1.16 -2.74 0.15
O 1.79 1.73 -0.67
O 1.67 -0.31 1.65
O -1.15 1.29 -2.59
Li 0.34 0.73 0.28
H 2.49 1.69 -0.01
H -2.99 -0.87 0.04
H -1.42 -0.93 -0.17
H -0.63 -1.18 -1.81
H -2.01 0.94 -2.73
H -2.07 1.48 1.61
H 2.12 -2.88 -0.22
H -0.74 0.71 -1.97
H 0.56 -2.04 -0.30
H 2.06 -0.56 2.53
H 1.75 2.57 -1.18
H -1.03 1.88 2.74
H 1.67 -1.24 1.26

=====

(3)
37
Properties=species:S:1:pos:R:3 method="wB97M-V/def2-TZVPD" e_above_lowest_ev=0.0000 orbital_gap_ev=7.81 largest_force_ev_per_a=0.134 total_charge=+1
Au 1.42 -0.05 -0.29
Cl 0.48 2.91 1.05
S 3.67 0.03 -0.24
N -0.61 -0.65 0.01
N 1.64 -1.63 1.05
N 2.88 -2.00 1.47
N 5.10 -1.58 1.27
C -1.70 3.51 -0.41
C 0.56 -3.25 2.53
C -2.96 -0.72 -0.30
C -1.99 2.90 -2.72
C -3.06 -1.74 0.63
C -1.91 -2.22 1.24
C 3.84 -1.30 0.93
C 0.05 2.27 -1.56
C 1.36 1.58 -1.58
C -0.46 2.90 -0.42
C -2.47 3.51 -1.56
C -0.69 -1.67 0.91
C -0.75 2.30 -2.71
C -1.71 -0.20 -0.58
C 0.57 -2.18 1.50
H -2.58 2.91 -3.62
H -2.05 3.99 0.49
H -1.96 -3.02 1.96
H -1.59 0.60 -1.29
H 2.16 2.24 -1.24
H -0.04 -2.95 3.38
H 1.58 -3.46 2.86
H -0.38 1.81 -3.61
H -3.83 -0.33 -0.80
H -3.44 3.99 -1.56
H 0.14 -4.17 2.12
H -4.02 -2.17 0.88
H 1.60 1.21 -2.57
H 5.87 -1.07 0.88
H 5.28 -2.33 1.92

=====

(4)
14
Properties=species:S:1:pos:R:3 method="wB97M-V/def2-TZVPD" e_above_lowest_ev=2.0959 orbital_gap_ev=11.23 largest_force_ev_per_a=0.398
O 0.15 -0.05 1.57
O -2.66 0.44 -0.39
C 0.90 -0.64 0.50
C -0.56 -0.52 0.43
C 1.83 0.28 -0.24
C -1.25 0.47 -0.48
H 1.30 -1.63 0.73
H -0.90 1.48 -0.23
H -2.92 -0.23 0.25
H -1.14 -1.43 0.64
H 1.39 1.28 -0.32
H 2.77 0.38 0.31
H -0.96 0.26 -1.52
H 2.05 -0.09 -1.24

=====

(5)
64
Properties=species:S:1:pos:R:3 method="wB97M-V/def2-TZVPD" orbital_gap_ev="7.72 / 5.94" largest_force_ev_per_a=2.966 spin_multiplicity=3 total_charge=+2
Ag -4.69 0.58 -1.91
Ag 1.40 3.66 0.59
O -3.30 -3.28 -0.47
O 1.70 0.80 -3.21
O 2.37 -3.82 0.29
O -3.80 0.56 2.05
O 1.33 3.67 2.88
O -0.07 1.87 0.84
O 3.38 2.65 0.82
O -0.01 -3.62 3.49
O -2.61 1.06 -1.04
O -4.33 -1.18 -3.41
O 1.34 3.13 -1.74
C 1.80 4.77 3.64
C -3.25 -0.76 2.19
C 3.12 0.35 -3.20
C -0.04 -2.24 3.25
C -0.34 0.60 0.32
C -1.31 0.40 -0.97
C 0.94 4.10 -2.75
C 3.64 1.32 0.47
C 1.96 -2.46 0.38
C -3.07 -1.87 -3.41
C -2.28 -3.71 0.43
H 0.62 0.15 0.09
H -2.72 -4.10 1.35
H 1.34 5.10 -2.55
H 2.41 -2.03 1.27
H 1.29 2.29 -2.21
H 1.23 0.06 -3.60
H 3.68 0.77 -4.04
H -0.73 0.39 -1.89
H -0.40 -1.75 4.16
H -0.78 -0.03 1.10
H 2.21 -1.89 -0.51
H 2.54 5.27 3.02
H 4.13 2.86 1.39
H -1.60 -0.64 -0.81
H 2.22 4.30 4.54
H 3.09 -3.83 -0.35
H -4.74 0.41 2.11
H 3.14 -0.72 -3.36
H -0.67 -2.05 2.38
H 2.77 0.79 0.07
H -1.64 -2.84 0.60
H -3.00 -1.03 1.16
H -1.72 -4.53 -0.02
H 1.19 3.67 -3.72
H 3.63 0.62 -2.27
H -4.03 -1.46 2.46
H -3.12 -2.96 -3.49
H 0.90 -2.23 0.30
H -2.56 -1.78 -2.45
H -3.75 -3.98 -0.95
H 0.94 5.37 3.93
H -2.44 -0.77 2.92
H 1.00 -2.00 3.04
H -2.53 -1.68 -4.34
H 0.52 3.40 3.33
H 4.58 1.15 -0.06
H -0.14 4.22 -2.77
H 0.30 -4.16 2.76
H -4.96 -1.87 -3.60
H 3.90 0.93 1.45

=====

(6)
13
Properties=species:S:1:pos:R:3 method="wB97M-V/def2-TZVPD" e_above_lowest_ev=0.5073 orbital_gap_ev=8.80 largest_force_ev_per_a=2.725
S 0.54 -1.44 0.83
S 0.85 2.15 -0.43
P -0.36 0.83 0.39
O -0.84 1.27 1.95
C 2.22 -0.99 0.31
C -1.97 0.41 -0.45
H -2.55 1.37 -0.73
H 2.33 -0.69 -0.78
H -1.62 -0.09 -1.37
H 2.34 -0.10 0.94
H -2.60 -0.30 0.17
H -0.20 1.68 2.56
H 2.89 -1.76 0.69

=====

Please write out number 3 again, unchanged.
37
Properties=species:S:1:pos:R:3 method="wB97M-V/def2-TZVPD" e_above_lowest_ev=0.0000 orbital_gap_ev=7.81 largest_force_ev_per_a=0.134 total_charge=+1
Au 1.42 -0.05 -0.29
Cl 0.48 2.91 1.05
S 3.67 0.03 -0.24
N -0.61 -0.65 0.01
N 1.64 -1.63 1.05
N 2.88 -2.00 1.47
N 5.10 -1.58 1.27
C -1.70 3.51 -0.41
C 0.56 -3.25 2.53
C -2.96 -0.72 -0.30
C -1.99 2.90 -2.72
C -3.06 -1.74 0.63
C -1.91 -2.22 1.24
C 3.84 -1.30 0.93
C 0.05 2.27 -1.56
C 1.36 1.58 -1.58
C -0.46 2.90 -0.42
C -2.47 3.51 -1.56
C -0.69 -1.67 0.91
C -0.75 2.30 -2.71
C -1.71 -0.20 -0.58
C 0.57 -2.18 1.50
H -2.58 2.91 -3.62
H -2.05 3.99 0.49
H -1.96 -3.02 1.96
H -1.59 0.60 -1.29
H 2.16 2.24 -1.24
H -0.04 -2.95 3.38
H 1.58 -3.46 2.86
H -0.38 1.81 -3.61
H -3.83 -0.33 -0.80
H -3.44 3.99 -1.56
H 0.14 -4.17 2.12
H -4.02 -2.17 0.88
H 1.60 1.21 -2.57
H 5.87 -1.07 0.88
H 5.28 -2.33 1.92